C4H11S2 | wB97M-V/def2-TZVPD

Results
Relative energy (zero: lowest compared OMol25 entry of this formula, charge and spin): 1.588 eV
Frontier orbital gap: 5.919 eV
F_max: 4.832 eV Å⁻¹
LUMO: 3.2340 eV

```
! wB97M-V def2-TZVPD RIJCOSX def2/J DEFGRID3
* xyz -1 1
C 0.76071 0.25429 1.93658
S 1.68861 1.48818 1.31053
C 2.50909 0.49138 0.00395
H -0.20745 0.64109 2.32405
H 1.29881 -0.33665 2.74892
H 0.43980 -0.49866 1.17559
H 2.94561 -0.44702 0.40599
H 1.69566 0.28209 -0.70818
H 3.14561 1.20702 -0.63264
C -2.49357 -0.18739 -1.47692
C -1.30463 -0.25953 -0.58904
S -0.39304 -2.04319 -0.68450
H -3.06746 -1.13406 -1.31157
H -1.92108 -0.51706 -2.44314
H -2.92233 0.81733 -1.61232
H -1.72043 -0.22499 0.41591
H -0.45391 0.46719 -0.86320
*
```

---

C4H7NO2 | wB97M-V/def2-TZVPD

Results
Relative energy (zero: lowest compared OMol25 entry of this formula, charge and spin): 1.650 eV
Frontier orbital gap: 10.990 eV
F_max: 0.863 eV Å⁻¹
LUMO: 0.7353 eV

```
! wB97M-V def2-TZVPD RIJCOSX def2/J DEFGRID3
* xyz 0 1
C 0.98979 1.75560 0.16345
C 0.25335 0.47708 0.47397
O -0.53447 0.38071 1.38703
C 0.53998 -0.71939 -0.43089
N -0.21283 -1.87978 -0.07732
C -0.92287 -2.10313 0.88635
O -1.62518 -2.51067 1.73035
H 2.04718 1.56347 -0.04584
H 0.89278 2.43929 1.00837
H 0.55624 2.22741 -0.72619
H 1.61545 -0.93979 -0.39771
H 0.31947 -0.43746 -1.46923
H -2.11584 0.39497 -1.43101
H -2.07565 -0.29213 -1.14871
*
```

---

C34H34As2N3O15Zr | wB97M-V/def2-TZVPD

Results
Relative energy (zero: lowest compared OMol25 entry of this formula, charge and spin): 0.000 eV
Frontier orbital gap: 7.553 eV
F_max: 0.715 eV Å⁻¹
LUMO: -3.0889 eV

```
! wB97M-V def2-TZVPD RIJCOSX def2/J DEFGRID3
* xyz 1 1
Zr 1.00167 -0.07402 0.43741
O 0.74743 -3.22076 3.45484
C 0.91100 -2.58605 2.44166
N 0.81462 -1.24270 2.24044
C 0.44880 -0.22973 3.07690
O -0.10764 0.69834 2.46567
C 0.77659 -0.18405 4.51429
C -0.01949 0.54735 5.38093
C 0.34503 0.57633 6.71930
C 1.48986 -0.09694 7.10503
C 2.23620 -0.77164 6.14321
N 1.88993 -0.82877 4.86549
C 1.10408 -3.27223 1.10502
C 1.34582 -4.63266 1.06658
C 1.52899 -5.24388 -0.16282
C 1.45330 -4.47551 -1.30975
C 1.19380 -3.11920 -1.18674
N 1.01767 -2.52374 -0.00705
H -0.88720 1.07412 5.00948
H -0.24683 1.11943 7.44333
H 1.81509 -0.09929 8.13611
H 3.14605 -1.28996 6.42116
H 1.38624 -5.17359 2.00144
H 1.72931 -6.30526 -0.22445
H 1.59085 -4.90533 -2.29168
H 1.12848 -2.48536 -2.06149
O 3.44426 1.93839 -2.26978
C 3.23465 1.05813 -1.47942
O 2.01225 0.61034 -1.19653
C 4.34135 0.35566 -0.69921
C 4.01507 -1.13884 -0.58522
C 5.21838 -1.94568 -0.11929
C 5.31257 -1.53458 1.36940
C 4.13656 -0.57693 1.51190
O 3.15251 -1.14896 0.59046
C 4.40688 0.76757 0.82028
C 3.32128 1.76476 1.19536
O 3.48460 2.95291 1.23612
O 2.15305 1.18217 1.44948
H 5.28651 0.55079 -1.19903
H 3.46868 -1.54949 -1.43022
H 6.10796 -1.70103 -0.69715
H 5.02690 -3.01230 -0.22648
H 6.25003 -1.04235 1.62366
H 5.19009 -2.39018 2.03051
H 3.69410 -0.51718 2.50297
H 5.37556 1.19719 1.06505
C -2.96700 -1.13343 1.92194
O -3.20349 -0.16271 0.87000
C -2.29034 -0.03837 -0.04339
O -1.22819 -0.68487 -0.01024
C -2.60569 0.89514 -1.13759
C -3.81165 1.40293 -1.40934
As -3.81590 2.66631 -2.93357
C -4.98687 1.54872 -4.06075
C -2.06852 1.90476 -3.30785
C -1.48953 1.29853 -2.06419
As -0.50172 -0.29636 -2.81442
C -2.07683 -1.39608 -3.18017
C -0.50746 2.12923 -1.28660
O -0.16092 1.75440 -0.15626
O -0.06976 3.20643 -1.83961
C 0.93587 3.97274 -1.09824
C -1.45269 1.53303 -4.44744
O -0.48832 0.58670 -4.41432
O -1.64346 1.95754 -5.68553
C -2.26831 3.23176 -5.85140
C -5.08673 1.04710 -0.73192
O -5.64051 -0.00872 -0.89103
O -5.55468 2.06458 -0.01628
C -6.82255 1.82968 0.62948
H -3.87552 -1.12872 2.51211
H -2.11002 -0.81443 2.50798
H -2.79257 -2.11032 1.47848
H -5.95898 1.47568 -3.57272
H -4.57886 0.55168 -4.20801
H -5.13178 2.03212 -5.02513
H -2.94960 -0.78097 -3.38834
H -2.27986 -2.06231 -2.34231
H -1.84259 -1.99794 -4.05870
H 1.01584 4.90613 -1.64189
H 1.87316 3.42666 -1.12070
H 0.59125 4.12393 -0.08001
H -3.34810 3.15843 -5.71647
H -2.06378 3.53222 -6.87413
H -1.84494 3.95104 -5.15000
H -7.04497 2.74368 1.16832
H -6.74087 0.98578 1.31075
H -7.58542 1.62303 -0.11768
*
```

---

C35H35Cl15N6 | wB97M-V/def2-TZVPD

Results
Relative energy (zero: lowest compared OMol25 entry of this formula, charge and spin): 0.655 eV
Frontier orbital gap: 9.286 eV
F_max: 1.448 eV Å⁻¹
LUMO: 0.3636 eV

```
! wB97M-V def2-TZVPD RIJCOSX def2/J DEFGRID3
* xyz 0 1
Cl -2.36589 5.11265 -0.00215
C -3.27910 3.86217 -0.84702
Cl -4.20860 4.52167 -2.21713
Cl -4.34661 2.93900 0.22660
H -2.55016 3.15685 -1.22948
Cl -3.45740 -3.80605 5.01820
C -4.33679 -2.77110 3.87984
Cl -4.92248 -3.69677 2.46293
Cl -3.42126 -1.36500 3.40270
H -5.26165 -2.52212 4.38265
Cl 0.08712 -3.60280 -3.65721
C -0.73080 -4.88758 -2.79075
Cl 0.31734 -6.29250 -2.76561
Cl -2.29374 -5.23112 -3.57152
H -0.99087 -4.57841 -1.78266
Cl 2.92907 -0.31756 -6.83366
C 2.04503 0.88939 -5.90719
Cl 3.09115 2.25044 -5.41057
Cl 1.16239 0.22800 -4.51750
H 1.36303 1.32273 -6.62558
Cl -4.57964 -0.08183 -1.52145
C -4.43605 -1.56197 -0.56889
Cl -3.26500 -2.71721 -1.18788
Cl -5.97833 -2.43450 -0.34445
H -4.12083 -1.27880 0.42899
C 1.26198 -4.81764 2.46614
C 1.81829 -5.00672 1.19563
C 1.13898 -4.50121 0.11262
N -0.02522 -3.82243 0.18955
C -0.56681 -3.69252 1.38434
C 0.05005 -4.17673 2.54377
H 1.77542 -5.17808 3.34743
H 2.78232 -5.48664 1.09746
H 1.50844 -4.61503 -0.89813
H -1.52622 -3.20095 1.49339
H -0.52299 -4.21170 3.46351
C 2.97477 -2.68171 -0.33545
C 2.54084 -1.87400 0.70404
C 2.99807 -2.19606 1.99436
N 3.88341 -3.14201 2.29581
C 4.43856 -3.74610 1.22960
C 4.00360 -3.56824 -0.06114
H 2.61789 -2.54450 -1.34873
H 1.74092 -1.15110 0.62601
H 2.52247 -1.66958 2.81535
H 5.24888 -4.42842 1.45919
H 4.47949 -4.15941 -0.83420
C 2.91895 1.35380 -0.86679
C 4.08933 1.32597 -0.11235
C 5.14352 2.16121 -0.50098
N 5.04959 3.03938 -1.49380
C 3.92982 3.02336 -2.22983
C 2.85562 2.19123 -1.95887
H 2.18454 0.61282 -0.58497
H 4.19259 0.66865 0.73959
H 6.10691 2.17074 -0.00367
H 3.91847 3.63653 -3.12054
H 1.97724 2.19934 -2.59151
C 0.75394 5.01922 -4.89707
C -0.10736 3.95758 -5.08660
C -0.64181 3.35894 -3.93693
N -0.31989 3.76438 -2.70205
C 0.56645 4.74118 -2.56159
C 1.09483 5.46171 -3.62405
H 1.19302 5.55202 -5.73319
H -0.49125 3.76017 -6.07866
H -1.32662 2.52304 -3.99225
H 1.06881 4.83820 -1.60140
H 1.70767 6.34722 -3.54486
C -0.43052 1.50115 -0.37464
C -0.30313 0.29780 -1.05348
C -0.54779 -0.89993 -0.40550
N -0.98007 -0.94074 0.86479
C -1.06133 0.22302 1.50799
C -0.84205 1.48361 0.95768
H -0.06973 2.43326 -0.78584
H 0.04224 0.40304 -2.07656
H -0.56870 -1.82229 -0.97098
H -1.34565 0.25186 2.55426
H -0.91293 2.40147 1.52179
C -3.31829 2.70811 6.61400
C -3.84598 2.94885 5.36293
C -3.16055 2.55310 4.21956
N -2.04053 1.82937 4.23882
C -1.56993 1.57074 5.46379
C -2.10673 2.00281 6.67336
H -3.78367 3.00780 7.54287
H -4.81667 3.42255 5.29054
H -3.60958 2.80787 3.26706
H -0.63127 1.02942 5.52739
H -1.55456 1.81367 7.58074
*
```

---

C22H45ClNO7S2 | wB97M-V/def2-TZVPD

Results
Relative energy (zero: lowest compared OMol25 entry of this formula, charge and spin): 5.238 eV
Frontier orbital gap: 7.851 eV
F_max: 9.111 eV Å⁻¹
LUMO: -3.2664 eV

```
! wB97M-V def2-TZVPD RIJCOSX def2/J DEFGRID3
* xyz 1 1
C -2.74812 1.88631 3.02301
C -1.26705 1.33576 2.57429
Cl 0.03487 2.50399 3.23467
C -1.12197 1.17541 0.91645
C -1.26457 -0.43053 0.60185
C -2.89441 -0.74619 0.73884
C -3.19948 -2.01073 -0.25880
C -4.11610 -3.26960 0.25335
C -4.62887 -3.16742 1.80856
O -3.44263 -3.51822 2.65746
C -1.70685 -2.28547 -0.87842
N -0.97060 -0.94159 -0.79393
S -1.50391 0.11638 -2.09714
C -0.41450 -0.18404 -3.63545
C 0.04621 1.34473 -4.13200
O 1.20614 1.80782 -3.65961
O -0.89625 2.05822 -5.00727
C -0.21758 2.98185 -5.93008
C -1.38182 4.09332 -6.38657
C -0.81351 5.20405 -7.46807
O -1.86091 4.69683 -5.13442
C -3.10528 5.45769 -5.31183
O -3.27048 6.55351 -4.52281
C -4.34763 5.09900 -6.31785
S -5.94068 5.42660 -5.34162
H -2.75559 1.94452 4.21468
H -3.64669 1.22627 2.60821
H -2.97554 2.99859 2.65943
H -1.14537 0.24481 3.02273
H -1.91336 1.84361 0.36645
H -0.02521 1.48406 0.63364
H -0.53587 -1.07246 1.28324
H -3.44491 0.26204 0.42718
H -3.10234 -0.83405 1.88854
H -3.80714 -1.56588 -1.16530
H -5.03681 -3.35583 -0.47916
H -3.48616 -4.26788 0.09701
H -5.49492 -3.94126 2.02606
H -4.95046 -2.09159 2.14533
H -3.28699 -2.78585 3.32374
H -1.62349 -2.82955 -1.93603
H -1.18582 -2.89287 -0.01102
H 0.03670 -1.27907 -0.86203
H 0.52136 -0.84374 -3.37204
H -1.12505 -0.64484 -4.44311
H 0.64477 3.61538 -5.45651
H 0.11671 2.46959 -6.95495
H -2.19101 3.45539 -6.96496
H -1.74639 5.89354 -7.74406
H -0.50023 4.70084 -8.50370
H 0.00502 5.92091 -7.03646
H -4.26571 5.83310 -7.23985
H -4.29127 3.96524 -6.64124
H -6.96519 4.93559 -6.16868
C 3.56216 0.63485 4.22658
C 3.09648 -0.77688 3.90758
C 3.98718 -1.43165 2.86385
O 1.75614 -0.73411 3.42472
H 3.52721 1.27015 3.33444
H 2.90464 1.09821 4.96995
H 4.58518 0.63455 4.61551
H 3.09630 -1.37989 4.82205
H 3.96731 -0.86972 1.92338
H 3.63287 -2.44248 2.63511
H 5.02297 -1.49397 3.21187
H 1.74659 -0.20060 2.61278
C 7.60186 -4.88990 5.02610
C 6.57093 -3.83583 4.65502
C 5.30815 -3.97774 5.48969
O 6.24113 -3.96349 3.27428
H 7.21325 -5.89861 4.84659
H 8.50043 -4.78341 4.40896
H 7.88847 -4.80811 6.07920
H 6.99728 -2.83717 4.79915
H 4.83814 -4.95404 5.32664
H 4.57045 -3.22051 5.20326
H 5.52590 -3.86857 6.55671
H 5.86189 -4.84738 3.13685
*
```

---

C12H19BF4IN4ORu | wB97M-V/def2-TZVPD

Results
Frontier orbital gap (alpha / beta): 1.511 / 6.534 eV
F_max: 4.679 eV Å⁻¹
⟨S²⟩: 8.772
LUMO (alpha / beta): 4.0503 / 4.6023 eV

```
! wB97M-V def2-TZVPD RIJCOSX def2/J DEFGRID3
* xyz -2 6
C -3.47188 1.79910 -0.10053
I -0.87204 -0.39916 -3.30380
H -3.70450 1.76785 -1.15231
H -3.25197 2.85847 0.21293
H -4.48886 1.70199 0.38591
C 0.06290 -4.05369 0.64169
C 0.51539 -4.06282 -0.63530
N 0.24362 -2.84782 -1.18236
C -0.50535 -2.04156 -0.35428
N -0.47140 -2.77980 0.84509
H 0.18825 -4.81132 1.40701
H 1.03137 -4.83631 -1.17727
C 1.33402 3.29319 1.09387
C -0.12550 1.95369 0.04383
N 0.49513 2.23780 1.23978
H 1.91353 4.35513 -0.71410
N 0.52309 2.76032 -0.85316
H 1.86778 3.67993 1.90539
Ru -0.73895 0.01730 -0.63796
C -2.52346 0.68800 0.18091
O -2.80260 0.19496 1.34305
C 1.35995 3.62191 -0.20199
C 0.28277 2.86131 -2.29406
H 1.03911 3.57006 -2.66720
H -0.73800 3.24116 -2.49209
H 0.41955 1.86116 -2.74752
C 0.25638 1.59536 2.50665
H 0.50798 2.31889 3.29363
H 0.94330 0.73604 2.60434
H -0.79012 1.25171 2.63663
C -0.96110 -2.42355 2.16203
H -1.38153 -3.31304 2.67310
H -1.72084 -1.63771 2.09754
H -0.11104 -2.04838 2.75111
C 0.71059 -2.61619 -2.50745
H 1.41621 -1.80659 -2.51655
H -0.20295 -2.45213 -3.09307
H 1.15206 -3.50072 -2.93925
F 1.61621 -0.19010 -0.79098
B 2.58078 -0.56418 0.33989
F 1.76516 -0.76742 1.55107
F 3.21294 -1.75611 -0.04486
F 3.42401 0.54329 0.49062
*
```